1.
Entry from OMol25: a 2-piece molecular cluster, C11H18OP overall at a distorted geometry (ωB97M-V/def2-TZVPD).

Positions of all 31 atoms, in Å:
C (-3.665, -0.291, 0.419)
C (-3.229, 0.815, -0.299)
C (-2.759, -1.251, 0.845)
C (-1.889, 0.975, -0.593)
C (-1.415, -1.112, 0.550)
C (-0.981, -0.004, -0.180)
C (1.180, -2.539, -1.319)
C (1.262, 2.757, 0.161)
C (1.684, -0.282, 2.605)
C (1.347, -1.106, -1.810)
C (1.328, 1.810, -1.035)
O (2.111, -0.624, 1.369)
P (0.744, 0.133, -0.617)
H (-4.714, -0.396, 0.647)
H (-3.939, 1.557, -0.630)
H (-3.093, -2.108, 1.411)
H (-1.556, 1.832, -1.159)
H (-0.697, -1.844, 0.889)
H (1.687, -2.661, -0.365)
H (0.130, -2.804, -1.207)
H (1.627, -3.221, -2.039)
H (1.948, 2.425, 0.936)
H (1.556, 3.757, -0.147)
H (0.260, 2.808, 0.584)
H (2.287, -0.903, 3.291)
H (0.634, -0.549, 2.805)
H (1.861, 0.771, 2.861)
H (0.800, -0.942, -2.747)
H (2.404, -0.886, -1.979)
H (2.361, 1.709, -1.377)
H (0.725, 2.179, -1.871)

HOMO energy (alpha / beta)   -13.1 / -13.1 eV
M   197.2 u
Orbital gap (alpha / beta)   7.414 / 7.413 eV
E_tot   -23026.23706 eV
Net charge   +1

2.
Entry from OMol25: the molecule C3H6N2O at a distorted geometry (ωB97M-V/def2-TZVPD).

Positions of all 12 atoms, in Å:
N (-0.230, -0.017, -1.475)
C (0.219, 0.394, -0.229)
C (1.010, -0.566, 0.367)
N (0.432, -1.274, 1.299)
O (-0.889, -0.741, 1.338)
C (-0.839, 0.510, 0.822)
H (-0.649, -0.903, -1.584)
H (0.430, 0.089, -2.444)
H (0.679, 1.363, -0.455)
H (2.125, -0.723, 0.142)
H (-1.868, 0.858, 0.459)
H (-0.421, 1.009, 1.761)

HOMO energy   -9.4 eV
M   86.1 u
SMILES   N[C@@H]1C=NOC1
Orbital gap   10.180 eV
E_tot   -8232.34313 eV
Net charge   0

3.
Entry from OMol25: a 7-piece molecular cluster, C38H79N7O6Si overall at a distorted geometry (ωB97M-V/def2-TZVPD).

Positions of all 131 atoms, in Å:
C (0.442, 4.407, 1.186)
C (-0.064, 3.193, 2.027)
C (0.539, 1.876, 1.427)
C (1.537, 1.178, 2.366)
C (2.151, -0.128, 1.779)
C (3.163, -0.704, 2.793)
C (3.817, -2.026, 2.253)
C (5.003, -1.636, 1.357)
C (5.747, -2.861, 0.749)
C (6.979, -2.334, -0.010)
C (7.809, -3.432, -0.744)
Si (6.850, -4.311, -2.127)
C (7.152, -3.604, -3.864)
N (5.813, -3.408, -4.499)
C (7.225, -6.194, -1.999)
C (5.874, -6.920, -2.022)
C (5.058, -6.747, -0.907)
C (3.813, -7.333, -0.872)
C (3.401, -8.118, -1.951)
C (2.012, -8.746, -1.882)
C (4.219, -8.291, -3.035)
C (5.474, -7.676, -3.101)
H (1.457, 4.196, 0.817)
H (0.418, 5.307, 1.812)
H (-0.202, 4.509, 0.301)
H (-1.153, 3.100, 1.947)
H (0.226, 3.340, 3.076)
H (-0.259, 1.159, 1.181)
H (1.013, 2.155, 0.471)
H (2.345, 1.866, 2.657)
H (1.013, 0.864, 3.283)
H (1.402, -0.911, 1.576)
H (2.671, 0.051, 0.823)
H (2.749, -0.838, 3.800)
H (3.996, 0.016, 2.840)
H (4.169, -2.603, 3.122)
H (3.034, -2.582, 1.717)
H (4.589, -1.076, 0.504)
H (5.759, -1.041, 1.886)
H (6.011, -3.594, 1.529)
H (5.012, -3.357, 0.099)
H (6.662, -1.551, -0.715)
H (7.634, -1.888, 0.756)
H (8.730, -2.954, -1.121)
H (8.152, -4.139, 0.029)
H (5.414, -4.129, -1.835)
H (7.722, -4.288, -4.522)
H (7.662, -2.631, -3.864)
H (5.315, -4.291, -4.516)
H (5.905, -3.026, -5.433)
H (7.705, -6.344, -1.024)
H (7.863, -6.495, -2.838)
H (5.399, -6.130, -0.074)
H (3.165, -7.196, -0.006)
H (1.855, -9.018, -0.828)
H (1.235, -8.008, -2.130)
H (1.899, -9.636, -2.509)
H (3.911, -8.914, -3.875)
H (6.108, -7.798, -3.978)
C (-6.125, 4.633, 2.665)
N (-4.786, 4.301, 2.208)
C (-3.814, 5.365, 2.024)
C (-4.412, 3.035, 1.949)
O (-3.305, 2.701, 1.565)
H (-6.591, 5.312, 1.949)
H (-6.065, 5.122, 3.639)
H (-6.736, 3.741, 2.755)
H (-3.476, 5.375, 0.986)
H (-2.950, 5.187, 2.665)
H (-4.261, 6.325, 2.271)
H (-5.218, 2.302, 2.120)
C (3.862, 7.449, 2.765)
N (3.676, 6.249, 3.554)
C (4.519, 5.096, 3.296)
C (2.737, 6.167, 4.522)
O (2.531, 5.194, 5.219)
H (3.703, 7.220, 1.709)
H (4.879, 7.823, 2.902)
H (3.156, 8.220, 3.071)
H (3.890, 4.251, 3.015)
H (5.069, 4.832, 4.200)
H (5.221, 5.311, 2.493)
H (2.149, 7.094, 4.632)
C (-10.503, 5.490, -0.395)
N (-10.159, 5.457, 1.014)
C (-10.638, 6.517, 1.886)
C (-9.409, 4.473, 1.543)
O (-9.089, 4.393, 2.716)
H (-10.116, 6.407, -0.842)
H (-11.591, 5.465, -0.498)
H (-10.075, 4.635, -0.915)
H (-9.788, 7.025, 2.344)
H (-11.251, 6.089, 2.680)
H (-11.226, 7.232, 1.315)
H (-9.097, 3.719, 0.800)
C (3.787, 3.993, -2.254)
N (4.808, 3.791, -1.245)
C (5.985, 4.643, -1.248)
C (4.702, 2.835, -0.300)
O (5.528, 2.619, 0.567)
H (4.220, 3.855, -3.247)
H (3.389, 5.007, -2.174)
H (2.973, 3.283, -2.120)
H (6.880, 4.030, -1.365)
H (6.054, 5.175, -0.298)
H (5.925, 5.359, -2.065)
H (3.776, 2.240, -0.379)
C (-1.518, -7.395, -0.449)
N (-2.488, -8.079, -1.279)
C (-2.075, -8.576, -2.580)
C (-3.764, -8.271, -0.885)
O (-4.617, -8.837, -1.540)
H (-1.148, -6.515, -0.981)
H (-0.686, -8.070, -0.240)
H (-1.967, -7.080, 0.491)
H (-2.686, -8.112, -3.355)
H (-2.226, -9.656, -2.617)
H (-1.027, -8.347, -2.755)
H (-3.975, -7.857, 0.116)
C (-12.068, 0.351, -3.138)
N (-11.182, 1.421, -2.724)
C (-11.351, 2.018, -1.413)
C (-10.196, 1.890, -3.514)
O (-9.431, 2.785, -3.208)
H (-13.100, 0.709, -3.136)
H (-11.977, -0.488, -2.445)
H (-11.813, 0.011, -4.140)
H (-11.546, 3.084, -1.530)
H (-10.430, 1.894, -0.839)
H (-12.177, 1.549, -0.885)
H (-10.139, 1.379, -4.490)

HOMO energy   -8.4 eV
M   758.2 u
SMILES   CCCCCCCCCCC[Si@@H](CN)Cc1ccc(C)cc1.CN(C)C=O.CN(C)C=O.CN(C)C=O.CN(C)C=O.CN(C)C=O.CN(C)C=O
Orbital gap   8.954 eV
E_tot   -71280.91078 eV
Net charge   0

4.
Entry from OMol25: C2H3OSr as an isolated structure at a distorted geometry (ωB97M-V/def2-TZVPD).

Positions of all 7 atoms, in Å:
O (0.632, -0.763, 0.071)
C (-0.495, -0.402, 0.051)
C (-1.711, -0.122, -0.320)
H (-2.403, -0.955, -0.463)
H (-2.129, 0.858, -0.082)
H (3.028, 1.660, 0.402)
Sr (3.079, -0.277, 0.341)

HOMO energy   -12.5 eV
M   130.7 u
Orbital gap   7.940 eV
E_tot   -4996.84277 eV
Net charge   +1

5.
Entry from OMol25: a 7-piece molecular cluster, C43H56OP overall at a distorted geometry (ωB97M-V/def2-TZVPD).

Positions of all 101 atoms, in Å:
C (2.448, 0.559, -1.220)
C (0.962, 0.983, -0.811)
O (0.226, 1.558, -1.900)
C (-0.641, 2.590, -1.403)
C (-1.585, 2.074, -0.256)
C (-2.867, 2.936, -0.132)
C (-3.959, 2.633, -1.207)
C (-3.840, 1.231, -1.892)
P (-4.542, -0.236, -0.821)
H (3.132, 0.830, -0.386)
H (2.819, 1.097, -2.108)
H (2.519, -0.541, -1.318)
H (0.447, 0.032, -0.556)
H (1.055, 1.651, 0.062)
H (0.034, 3.352, -0.946)
H (-1.191, 3.093, -2.213)
H (-1.763, 0.988, -0.311)
H (-1.005, 2.241, 0.682)
H (-2.545, 3.995, -0.288)
H (-3.242, 2.908, 0.909)
H (-4.036, 3.398, -2.007)
H (-4.938, 2.658, -0.678)
H (-2.828, 1.011, -2.299)
H (-4.518, 1.263, -2.782)
H (-5.523, 0.649, -0.192)
H (-5.561, -0.515, -1.862)
H (-3.670, -1.193, -1.535)
H (-3.542, -0.015, 0.224)
H (-5.097, -1.377, -0.079)
C (5.712, -1.813, 0.790)
C (4.383, -2.219, 0.794)
C (3.979, -3.283, -0.003)
C (4.905, -3.948, -0.796)
C (6.235, -3.545, -0.797)
C (6.638, -2.475, -0.007)
H (6.026, -0.981, 1.408)
H (3.662, -1.704, 1.416)
H (2.941, -3.594, -0.005)
H (4.590, -4.780, -1.414)
H (6.958, -4.065, -1.415)
H (7.674, -2.158, -0.012)
C (-0.265, -3.752, -3.292)
C (-0.306, -2.445, -2.819)
C (0.469, -1.460, -3.421)
C (1.278, -1.784, -4.505)
C (1.316, -3.089, -4.981)
C (0.548, -4.074, -4.372)
H (-0.868, -4.518, -2.820)
H (-0.944, -2.194, -1.980)
H (0.449, -0.447, -3.042)
H (1.879, -1.017, -4.978)
H (1.947, -3.339, -5.827)
H (0.582, -5.093, -4.740)
C (0.687, -7.264, -2.083)
C (-0.348, -7.859, -1.371)
C (-1.063, -8.911, -1.932)
C (-0.736, -9.374, -3.200)
C (0.301, -8.782, -3.910)
C (1.010, -7.725, -3.354)
H (1.241, -6.442, -1.647)
H (-0.599, -7.502, -0.380)
H (-1.874, -9.370, -1.380)
H (-1.290, -10.197, -3.636)
H (0.556, -9.144, -4.899)
H (1.814, -7.259, -3.910)
C (-0.325, 3.128, 5.586)
C (-1.682, 3.194, 5.295)
C (-2.245, 2.299, 4.393)
C (-1.452, 1.332, 3.788)
C (-0.095, 1.264, 4.082)
C (0.469, 2.164, 4.977)
H (0.114, 3.828, 6.287)
H (-2.302, 3.944, 5.772)
H (-3.301, 2.355, 4.161)
H (-1.892, 0.632, 3.087)
H (0.522, 0.508, 3.610)
H (1.528, 2.114, 5.202)
C (-1.823, 5.574, -5.008)
C (-2.824, 4.620, -4.870)
C (-4.153, 5.015, -4.770)
C (-4.481, 6.365, -4.817)
C (-3.480, 7.319, -4.959)
C (-2.151, 6.924, -5.050)
H (-0.788, 5.265, -5.082)
H (-2.569, 3.567, -4.839)
H (-4.932, 4.272, -4.655)
H (-5.517, 6.673, -4.743)
H (-3.736, 8.371, -4.997)
H (-1.370, 7.668, -5.154)
C (3.251, 3.344, 9.944)
C (1.894, 3.411, 9.654)
C (1.331, 2.517, 8.751)
C (2.124, 1.549, 8.146)
C (3.481, 1.480, 8.440)
C (4.045, 2.380, 9.336)
H (3.690, 4.044, 10.645)
H (1.275, 4.161, 10.130)
H (0.275, 2.573, 8.520)
H (1.685, 0.849, 7.447)
H (4.098, 0.725, 7.969)
H (5.104, 2.330, 9.560)

HOMO energy   -3.1 eV
M   619.9 u
Orbital gap   5.220 eV
E_tot   -56831.46448 eV
Net charge   -1

6.
Entry from OMol25: C8H8Cl24F7V2 as an isolated structure at a distorted geometry (ωB97M-V/def2-TZVPD).

Positions of all 49 atoms, in Å:
V (-0.072, 0.772, -3.135)
V (-0.057, -0.129, -0.198)
F (-1.742, 1.219, -4.493)
F (-1.113, 1.624, -1.165)
F (0.046, -1.102, 1.684)
F (0.606, 2.699, -4.171)
F (-0.663, -1.194, -2.081)
F (0.576, -0.223, -5.005)
F (1.532, 0.598, -1.570)
C (5.344, 0.697, 0.872)
Cl (6.406, 0.310, 2.218)
Cl (6.285, 1.094, -0.563)
Cl (4.409, 2.180, 1.331)
H (4.701, -0.141, 0.602)
C (2.845, -2.398, 3.474)
Cl (3.651, -2.857, 5.023)
Cl (3.579, -3.215, 2.135)
Cl (3.061, -0.650, 3.368)
H (1.774, -2.602, 3.451)
C (-3.337, 3.895, -2.544)
Cl (-4.106, 3.889, -0.943)
Cl (-1.999, 5.042, -2.569)
Cl (-4.373, 4.335, -3.942)
H (-2.900, 2.907, -2.691)
C (3.227, -3.253, -2.001)
Cl (2.784, -2.763, -3.675)
Cl (2.133, -2.470, -0.847)
Cl (4.900, -2.780, -1.615)
H (3.196, -4.342, -1.966)
C (-1.652, -3.960, 0.737)
Cl (-1.505, -5.445, 1.769)
Cl (-3.325, -3.297, 0.894)
Cl (-1.410, -4.500, -0.991)
H (-0.842, -3.290, 1.023)
C (-4.166, 0.071, -2.158)
Cl (-5.835, 0.642, -2.385)
Cl (-4.028, -1.524, -2.863)
Cl (-3.717, -0.025, -0.444)
H (-3.478, 0.737, -2.679)
C (-2.171, -0.005, 3.995)
Cl (-1.307, 1.137, 5.080)
Cl (-2.367, 0.757, 2.411)
Cl (-3.753, -0.401, 4.695)
H (-1.604, -0.929, 3.875)
C (-0.017, 3.771, 1.605)
Cl (0.620, 4.718, 0.298)
Cl (0.106, 4.772, 3.069)
Cl (0.793, 2.151, 1.739)
H (-1.035, 3.480, 1.346)

HOMO energy (alpha / beta)   3.0 / 0.8 eV
M   1189.9 u
⟨S²⟩   12.01
Orbital gap (alpha / beta)   1.693 / 3.951 eV
E_tot   -379364.79784 eV
2S+1   7
Net charge   -3

Q: The highest M belongs to which entry?
A: C8H8Cl24F7V2